Entry from the Open Molecules 2025 dataset: a structure of composition C19H29IrN6O4S2 (ωB97M-V/def2-TZVPD).

The geometry in XYZ format:
```
61
Properties=species:S:1:pos:R:3:mulliken_charge:R:1
Ir 1.109 0.085 -1.147 2.14
S 3.208 3.037 1.613 -0.47
C 3.043 1.561 1.005 0.49
N 2.813 0.544 0.413 -0.85
O 1.705 -1.837 -0.854 -0.64
H 1.623 -2.076 0.155 0.26
H 2.505 -2.130 -1.315 0.22
C 3.867 1.343 -3.129 -1.23
C 3.094 0.157 -3.596 0.53
C 3.170 -0.589 -4.838 -0.71
C 2.025 -1.366 -4.949 -0.75
C 1.317 -1.258 -3.768 0.62
C 0.014 -1.855 -3.395 -1.18
N 1.981 -0.337 -2.952 -0.07
H 4.637 1.507 -3.854 0.39
H 4.164 1.196 -2.064 0.22
H 3.173 2.239 -3.100 0.21
H 3.976 -0.582 -5.630 0.31
H 1.763 -2.040 -5.774 0.43
H -0.515 -2.363 -4.219 0.40
H -0.721 -1.132 -2.988 0.02
H 0.192 -2.686 -2.652 0.22
S 0.506 1.989 -1.986 -0.41
C -0.504 3.043 -0.891 0.24
N 0.119 3.861 0.002 -0.22
C -0.449 4.330 1.292 -0.55
C -1.900 3.897 1.466 -0.25
C -2.527 3.870 0.091 -0.92
N -1.802 3.032 -0.913 0.00
H 1.096 3.734 0.105 0.16
H -0.411 5.412 1.320 0.38
H 0.177 3.913 2.121 0.25
H -2.392 4.704 2.034 0.35
H -2.080 2.911 1.951 0.10
H -2.533 4.887 -0.377 0.33
H -3.580 3.624 0.097 0.45
H -2.204 2.157 -1.312 0.40
C 0.082 -0.896 4.189 -1.09
C -1.325 -1.073 3.552 -1.12
C -1.264 -1.914 2.226 2.36
C -1.088 -3.443 2.678 -0.82
C -1.345 -4.477 1.628 -1.29
C -2.693 -1.674 1.690 -0.20
O -3.723 -2.116 2.126 -0.60
N -2.685 -0.669 0.687 0.03
C -1.672 -0.310 -0.139 0.23
O -1.997 0.295 -1.187 -0.90
N -0.417 -0.522 0.320 -0.39
C -0.121 -1.421 1.271 -0.01
O 0.967 -2.056 1.390 -0.78
H 0.052 -0.066 4.899 0.39
H 0.902 -0.740 3.461 0.24
H 0.355 -1.780 4.773 0.33
H -1.857 -0.095 3.381 0.27
H -1.970 -1.528 4.314 0.45
H -1.883 -3.690 3.418 0.37
H -0.088 -3.594 3.101 0.40
H -2.311 -4.368 1.108 0.30
H -1.308 -5.515 2.107 0.36
H -0.613 -4.540 0.793 0.28
H -3.653 -0.587 0.253 0.34
```

Output
Max |F| (eV/Å): 4.1
M (g/mol): 661.830
E_HOMO (spin up / spin down) (eV): -6.19 / -6.76
Electronic energy (a.u.): -2271.50913
HOMO-LUMO gap (spin up / spin down) (eV): 6.2 / 4.6
Spin multiplicity: 5
Lowest unoccupied orbital energy (spin up / spin down) (Ha): 0.002 / -0.078